ORCA calculation (wB97M-V/def2-TZVPD) on a molecular structure, C46H42BBrCl3N11O6SSr.

Geometry as XYZ:
```
112
Properties=species:S:1:pos:R:3:forces:R:3
Sr -0.0493 -0.4348 0.0768 -0.4 0.2 -0.1
Br -1.2626 8.2211 -3.2101 0.0 0.0 0.0
Cl -1.0159 -3.6993 -0.5830 0.0 0.0 0.1
Cl -5.0964 -6.3483 1.7619 0.0 0.0 0.0
Cl -3.4334 -1.6244 3.7955 0.0 0.0 0.0
S -2.9898 1.8885 1.0688 0.0 0.0 0.1
O 3.0072 -0.0930 2.0676 -0.1 0.1 0.0
O 1.7006 -2.0010 0.9561 -0.1 0.1 0.1
O 2.6272 2.2056 -0.1870 0.0 -0.1 0.0
O -1.8523 -0.6129 -1.7377 -0.2 -0.1 0.2
O 1.3310 3.0088 1.4793 -0.1 0.0 0.0
O -1.5336 -1.6814 1.5353 -0.1 -0.1 0.1
N 3.6574 -1.2642 -3.6951 0.0 0.0 0.0
N -2.2282 4.4553 1.2269 0.1 0.0 0.1
N 2.7664 -2.1879 1.6844 0.0 -0.1 0.1
N -3.5043 2.3020 -6.1045 0.1 -0.2 0.2
N -1.3524 3.2854 2.8339 0.0 0.1 0.1
N -3.2901 3.4937 -6.4670 0.1 0.2 0.1
N 1.4803 -1.3169 -1.9596 0.2 0.0 -0.1
N 4.6614 0.3494 -2.3536 0.0 -0.1 0.0
N -0.1476 1.2178 -2.6159 0.0 0.1 0.0
N 3.4399 -1.2377 2.2731 0.1 -0.1 -0.1
N -0.7071 1.0579 2.9911 0.4 -0.1 0.0
C -1.6451 1.8577 -4.4141 0.0 -0.1 0.1
C -3.4368 -0.1508 -3.4258 0.0 0.1 -0.1
C -0.6056 2.6443 -4.9482 0.0 0.0 0.0
C -0.2574 2.4836 4.8504 0.0 -0.1 0.1
C 2.5660 3.7143 1.6263 0.0 -0.1 0.0
C -1.5734 6.6180 -5.5498 0.0 0.0 0.0
C 3.9857 -6.1760 2.2479 0.0 0.0 0.0
C 2.7845 -5.8695 1.6268 0.0 0.0 0.0
C 2.3907 -4.5512 1.4434 0.0 0.0 0.0
C 2.5803 -2.0288 -3.9203 0.0 0.0 0.0
C 2.5272 -0.5619 -1.7158 0.0 -0.1 -0.1
C -2.2961 -2.6864 1.5841 0.0 -0.1 0.0
C 1.4931 -2.0552 -3.0782 -0.1 0.1 0.1
C -3.7242 0.5919 -4.5431 -0.1 -0.1 0.0
C -2.9383 1.6521 -5.0228 0.0 0.2 -0.2
C -1.3222 1.1086 -3.2597 0.1 0.0 0.0
C 3.1124 3.3551 3.0065 0.0 0.0 0.1
C -2.2238 0.0639 -2.7118 0.2 0.0 -0.1
C 0.4426 1.4628 5.4806 0.0 0.2 0.0
C 0.5937 2.7336 -4.2877 0.1 0.0 0.0
C -2.0258 5.5146 -6.2557 0.0 0.1 0.1
C 4.4275 -3.8161 2.5153 -0.1 0.0 0.0
C 4.7450 2.5232 0.8690 0.0 -0.1 0.0
C 0.7724 2.0318 -3.0899 -0.1 -0.1 0.1
C -3.0715 -4.8751 0.6978 0.0 0.1 0.1
C -1.4608 5.3193 1.9879 -0.1 0.0 -0.1
C -2.2404 -3.7745 0.6595 0.0 0.0 0.0
C 3.7707 4.2496 -0.6287 -0.1 0.0 -0.1
C 3.4461 3.1976 0.4311 0.0 0.1 0.1
C -2.9920 4.5959 -4.2562 0.1 0.2 0.1
C -1.8558 6.7076 -4.1974 0.0 0.0 -0.1
C -2.5686 5.7131 -3.5519 -0.1 -0.1 0.0
C 3.6198 -0.5171 -2.6036 0.0 0.0 0.0
C -2.8807 4.7975 -0.0145 0.1 -0.1 0.1
C -2.1712 3.1793 1.7275 0.0 0.1 -0.3
C -0.7717 2.2289 3.5809 -0.1 0.1 0.0
C 2.2729 5.2102 1.5830 0.0 0.0 0.0
C 0.5998 0.2478 4.8351 0.0 0.3 0.0
C 3.2098 -3.5196 1.8940 0.0 0.0 0.0
C -3.2972 -2.8700 2.5881 0.0 0.0 -0.1
C -4.1413 -3.9606 2.6487 0.0 0.1 0.0
C 4.8010 -5.1385 2.6882 0.0 0.0 0.0
C -0.0100 0.1071 3.5998 -0.1 -0.6 -0.1
C -2.7220 4.4844 -5.6230 -0.2 -0.2 -0.1
C -4.0270 -4.9592 1.6971 0.0 0.0 0.0
C -0.9249 4.6020 2.9809 0.0 -0.1 0.1
B 1.3644 2.0084 0.4722 0.4 0.5 0.0
H -1.3477 6.3576 1.7286 0.0 0.0 0.0
H 5.2731 2.1728 -0.0227 0.0 0.0 0.0
H 3.2277 2.2739 3.1026 0.0 0.0 0.0
H -1.0207 7.4028 -6.0483 0.0 0.0 0.0
H -4.8805 -4.0266 3.4347 0.0 0.0 0.0
H 0.6194 -2.6620 -3.2819 0.0 0.0 0.0
H 4.3862 5.0649 -0.2372 0.0 0.0 0.0
H 2.3880 3.6801 3.7591 0.0 0.0 0.0
H 5.4148 3.2144 1.3892 0.0 0.0 0.0
H -0.3963 3.4387 5.3388 0.0 0.0 0.0
H 5.7468 -5.3590 3.1705 0.0 0.0 0.0
H 2.8586 4.6715 -1.0521 0.0 0.0 0.0
H 4.7258 0.6927 -1.4080 0.0 0.0 0.0
H 1.7855 5.4941 0.6505 0.0 0.0 0.0
H 1.1846 -0.5602 5.2516 0.0 0.0 0.0
H 1.4044 3.3349 -4.6818 0.0 0.0 0.0
H -4.6397 0.4095 -5.0974 0.0 0.0 0.0
H -2.2114 4.6030 -0.8549 0.0 0.0 0.0
H 2.5400 0.0510 -0.8168 0.0 0.0 0.0
H 2.5945 -2.6412 -4.8155 0.0 0.0 0.0
H 5.0615 -3.0116 2.8543 0.0 0.0 0.0
H 4.2871 -7.2081 2.3860 0.0 0.0 0.0
H 1.4601 -4.2891 0.9591 0.0 0.0 0.0
H 1.5939 5.4606 2.3992 0.1 0.0 0.0
H -3.7609 4.1701 -0.1302 0.0 0.0 0.0
H 2.1357 -6.6646 1.2767 0.0 0.0 0.0
H 5.5322 0.1104 -2.7975 0.0 0.0 0.0
H -0.2227 4.8820 3.7433 0.0 0.0 0.0
H 0.8695 1.6353 6.4617 0.0 0.0 0.0
H -2.9700 -5.6559 -0.0429 0.0 0.0 0.0
H -0.7424 3.1573 -5.8894 0.0 0.0 0.0
H 3.1850 5.8030 1.7000 0.0 0.0 0.0
H -2.7871 5.8032 -2.4970 0.0 0.0 -0.1
H 4.0676 3.8467 3.2170 0.0 0.0 0.0
H -3.1577 5.8512 0.0118 0.0 0.0 0.0
H -3.5284 3.8136 -3.7370 0.0 0.0 0.0
H 4.5344 1.6659 1.5096 0.0 0.0 -0.1
H 4.3198 3.7657 -1.4405 0.0 0.0 0.0
H -1.8502 5.4314 -7.3212 0.0 0.0 0.0
H -4.1029 -0.9315 -3.0821 0.0 0.0 0.0
H 1.6842 2.1166 -2.5056 0.0 0.0 0.0
H 0.0450 -0.8331 3.0636 0.0 -0.1 0.1
```
Positions in Å, forces in eV/Å.

Results
Calculated total energy (eV): -197020.5406
Charge: -2
Energy above the lowest of the compared OMol25 structures with the same formula, charge and spin (kcal per mole): 60.2
HOMO energy (Eh): -0.054

Löwdin atomic charge list, values in e, 99 entries: atom 1 (Sr): 1.273, atom 2 (Br): 0.675, atom 3 (Cl): 0.713, atom 4 (Cl): 0.573, atom 5 (Cl): 0.662, atom 6 (S): 0.649, atom 7 (O): -0.122, atom 8 (O): -0.279, atom 9 (O): -0.071, atom 10 (O): -0.144, atom 11 (O): -0.021, atom 12 (O): -0.277, atom 13 (N): 0.109, atom 14 (N): -0.129, atom 15 (N): -0.258, atom 16 (N): 0.027, atom 17 (N): 0.021, atom 18 (N): 0.015, atom 19 (N): 0.016, atom 20 (N): 0.138, atom 21 (N): 0.126, atom 22 (N): -0.051, atom 23 (N): 0.149, atom 24 (C): -0.109, atom 25 (C): -0.021, atom 26 (C): -0.023, atom 27 (C): -0.024, atom 28 (C): -0.481, atom 29 (C): -0.141, atom 30 (C): -0.129, atom 31 (C): -0.095, atom 32 (C): -0.010, atom 33 (C): -0.140, atom 34 (C): -0.100, atom 35 (C): -0.508, atom 36 (C): -0.130, atom 37 (C): -0.048, atom 38 (C): -0.278, atom 39 (C): -0.130, atom 40 (C): -0.016, atom 41 (C): -0.378, atom 42 (C): -0.078, atom 43 (C): -0.042, atom 44 (C): -0.054, atom 45 (C): -0.038, atom 46 (C): -0.024, atom 47 (C): -0.124, atom 48 (C): -0.163, atom 49 (C): -0.058, atom 50 (C): -0.549, atom 51 (C): -0.028, atom 52 (C): -0.490, atom 53 (C): -0.015, atom 54 (C): -0.701, atom 55 (C): -0.124, atom 56 (C): -0.363, atom 57 (C): -0.066, atom 58 (C): -0.733, atom 59 (C): -0.273, atom 60 (C): -0.027, atom 61 (C): -0.051, atom 62 (C): -0.169, atom 63 (C): -0.579, atom 64 (C): -0.168, atom 65 (C): -0.118, atom 66 (C): -0.126, atom 67 (C): -0.318, atom 68 (C): -0.701, atom 69 (C): -0.072, atom 70 (B): -0.478, atom 71 (H): 0.117, atom 72 (H): 0.067, atom 73 (H): 0.080, atom 74 (H): 0.092, atom 75 (H): 0.092, atom 76 (H): 0.100, atom 77 (H): 0.079, atom 78 (H): 0.076, atom 79 (H): 0.083, atom 80 (H): 0.098, atom 81 (H): 0.089, atom 82 (H): 0.085, atom 83 (H): 0.068, atom 84 (H): 0.084, atom 85 (H): 0.104, atom 86 (H): 0.099, atom 87 (H): 0.102, atom 88 (H): 0.086, atom 89 (H): 0.071, atom 90 (H): 0.093, atom 91 (H): 0.093, atom 92 (H): 0.086, atom 93 (H): 0.081, atom 94 (H): 0.059, atom 95 (H): 0.052, atom 96 (H): 0.097, atom 97 (H): 0.085, atom 98 (H): 0.105, atom 99 (H): 0.098



ORCA calculation (wB97M-V/def2-TZVPD) on a molecular structure, C46H42BrCdIN7O4S.

Geometry as XYZ:
```
103
Properties=species:S:1:pos:R:3:forces:R:3
I -3.6188 -0.3411 -1.7698 -0.1 0.0 -0.1
Cd 0.9428 0.2643 0.2142 0.1 -0.5 0.3
Br -6.4750 -1.6874 -0.1631 0.0 0.0 0.0
S -1.1902 1.4043 -0.2038 0.0 0.3 -0.2
O 2.0518 0.3770 4.8174 -0.4 0.1 -0.1
O 2.2773 1.7708 -2.6529 0.2 -0.1 0.0
O 1.9900 -0.3327 -1.9839 -0.1 0.4 -0.1
O 2.0791 -3.7841 -0.6501 -0.2 0.0 -0.1
N 1.2548 1.1100 2.7403 -0.1 0.3 -0.1
N -0.7512 3.9777 0.3925 0.1 0.1 0.0
N 0.6123 -2.1275 -0.2486 0.0 0.1 -0.2
N 2.3037 -1.1472 1.7143 -0.1 -0.2 -0.4
N 1.1458 2.6090 -0.0286 -0.1 0.2 0.1
N 2.0269 2.3688 2.6923 -0.1 0.0 -0.1
N 1.4697 1.4808 -5.0632 0.0 0.0 0.1
C -2.4516 -1.0077 1.9216 0.0 0.0 0.0
C 6.9533 3.4022 3.7706 0.0 0.0 0.0
C -1.7794 -3.6384 0.1197 0.1 -0.2 -0.2
C 1.4036 0.2494 -4.2558 -0.3 0.0 0.0
C 2.4818 -2.3893 1.2563 0.1 -0.1 -0.1
C -1.2576 -0.5635 2.4644 -0.1 0.0 0.1
C 0.0533 5.0330 0.5432 -0.2 -0.1 0.0
C 1.9309 3.6787 0.0965 0.1 -0.2 -0.2
C -0.7168 0.5884 -5.3771 0.0 0.0 0.0
C -0.0953 -0.1565 -4.1956 0.0 0.0 0.0
C 3.8475 -2.9802 3.1031 0.0 0.1 0.1
C 1.1190 -3.9002 -1.7414 0.0 0.1 0.1
C 4.7602 3.5916 2.8049 0.0 0.1 0.0
C 6.6170 2.1695 4.3108 0.0 0.0 0.0
C -7.2430 -2.5996 -2.7108 0.0 0.0 0.0
C -2.3176 1.4749 3.1504 0.1 0.0 0.0
C 3.6011 -1.7219 3.6225 0.1 0.0 0.0
C -5.1518 -1.3972 -2.7134 0.0 0.0 0.1
C -0.1912 2.8069 0.0817 0.1 0.2 -0.1
C -6.0423 -2.2958 -4.7679 0.0 0.0 0.0
C -5.0571 -1.5981 -4.0867 0.0 -0.1 0.0
C 0.1172 1.1531 3.6828 0.0 -0.2 0.2
C 3.2574 -3.3343 1.8981 0.0 0.0 0.0
C -3.5856 -0.2080 1.9930 0.0 0.1 0.1
C 1.6762 -2.7395 0.0709 0.1 -0.1 -0.1
C -3.3161 -4.4161 -2.0578 0.0 0.1 -0.1
C -3.5178 1.0324 2.6087 0.0 0.0 0.0
C -2.0882 -3.8003 -2.2545 -0.1 0.0 0.0
C -1.1785 0.6848 3.0764 -0.1 0.0 0.2
C -6.2541 -1.9024 -2.0284 0.1 0.0 -0.1
C -7.1359 -2.7986 -4.0778 0.0 0.0 0.0
C 2.8231 -0.8335 2.8898 -0.1 0.1 0.2
C 6.0231 4.1145 3.0184 0.0 0.0 0.0
C 1.4302 4.9305 0.3524 0.0 0.1 0.0
C -1.3108 -3.4128 -1.1673 0.0 0.0 0.0
C -0.5859 6.3249 0.9509 0.0 -0.1 0.0
C 5.3514 1.6440 4.0996 0.0 -0.1 0.0
C 3.0837 1.8098 3.1537 0.2 0.0 0.3
C 2.3969 0.4971 3.4711 0.3 -0.1 -0.4
C 1.9301 0.5267 -2.8567 0.0 -0.2 0.2
C -3.7855 -4.6309 -0.7679 0.0 0.0 0.0
C 4.4204 2.3516 3.3469 -0.1 0.0 0.0
C 0.0803 1.8853 -5.3921 0.1 -0.1 0.1
C 0.0538 -2.8164 -1.4284 0.0 -0.1 0.2
C -3.0174 -4.2383 0.3180 0.0 -0.1 0.0
C 0.6138 0.2332 4.8156 0.1 0.1 0.0
H 4.4534 -3.6929 3.6486 0.0 0.0 0.0
H -0.5226 6.4269 2.0373 0.0 0.0 0.0
H 2.9943 3.5087 -0.0359 0.0 0.0 0.1
H 0.7082 -4.9040 -1.7242 0.0 -0.1 0.0
H 2.0153 1.3382 -5.9002 0.0 0.0 0.0
H 0.0259 2.1754 4.0461 0.0 0.1 0.0
H 1.6502 -3.7296 -2.6747 0.1 0.0 0.0
H -5.9542 -2.4464 -5.8367 0.0 0.0 0.0
H 0.2355 0.5092 5.7948 0.1 0.0 0.0
H 6.2872 5.0773 2.5991 0.0 0.0 0.0
H -4.7521 -5.0945 -0.6127 0.0 0.0 0.0
H -0.5528 0.0377 -6.3060 0.0 0.0 0.0
H -4.1985 -1.2088 -4.6200 0.0 0.0 0.0
H -0.3719 -1.1886 2.3893 0.0 0.0 0.0
H -3.9169 -4.7074 -2.9119 0.0 0.0 0.0
H 2.0087 -0.5496 -4.6814 0.1 0.0 -0.1
H -2.2594 2.4542 3.6132 0.0 0.0 0.0
H -0.0804 7.1819 0.5059 0.0 0.0 0.0
H 3.3628 -4.3234 1.4752 0.0 0.0 0.0
H -0.2919 2.5580 -4.6161 0.0 0.0 0.0
H -1.7359 -3.6122 -3.2665 0.0 0.0 0.1
H -1.7871 0.7504 -5.2519 0.0 0.0 0.0
H -1.1841 -3.3246 0.9693 0.0 -0.1 -0.1
H -2.4981 -1.9687 1.4219 -0.1 0.4 0.2
H -3.3850 -4.3975 1.3248 0.0 0.0 0.0
H 4.0204 4.1391 2.2307 0.1 0.0 0.0
H -4.3956 1.6635 2.6595 0.0 0.0 0.0
H 2.0815 5.7916 0.4289 -0.1 0.0 0.0
H 2.1914 2.1817 -3.5554 -0.1 0.2 -0.1
H -1.6373 6.3237 0.6725 0.0 0.0 0.0
H -0.2182 -1.2360 -4.2618 0.0 0.0 0.0
H -4.5165 -0.5513 1.5595 0.1 0.0 0.0
H -8.0950 -2.9823 -2.1644 0.0 0.0 0.0
H 5.0781 0.6879 4.5347 0.0 0.1 0.0
H 0.0540 2.4164 -6.3404 0.0 0.0 0.0
H 7.3398 1.6182 4.8998 0.0 0.0 0.0
H -0.5491 0.1846 -3.2607 0.0 0.0 0.0
H 0.3421 -0.8036 4.6060 0.0 -0.1 0.0
H -0.0160 -2.0988 -2.2418 0.0 0.1 0.0
H 7.9409 3.8123 3.9378 0.0 0.0 0.0
H 3.9774 -1.4217 4.5903 0.0 0.0 0.0
H -7.9131 -3.3407 -4.6023 0.0 0.0 0.0
```
Positions in Å, forces in eV/Å.

Results
Calculated total energy (eV): -160543.2990
Charge: +1
Energy above the lowest of the compared OMol25 structures with the same formula, charge and spin (kcal per mole): 55.5
HOMO energy (Eh): -0.368

Löwdin atomic charge list, values in e, 99 entries: atom 1 (I): 0.990, atom 2 (Cd): 1.322, atom 3 (Br): 0.759, atom 4 (S): 0.469, atom 5 (O): -0.009, atom 6 (O): 0.126, atom 7 (O): -0.010, atom 8 (O): 0.043, atom 9 (N): -0.035, atom 10 (N): 0.112, atom 11 (N): 0.087, atom 12 (N): 0.122, atom 13 (N): -0.078, atom 14 (N): 0.218, atom 15 (N): -0.029, atom 16 (C): -0.104, atom 17 (C): -0.066, atom 18 (C): -0.063, atom 19 (C): -0.215, atom 20 (C): -0.175, atom 21 (C): -0.116, atom 22 (C): -0.317, atom 23 (C): -0.166, atom 24 (C): -0.158, atom 25 (C): -0.131, atom 26 (C): -0.003, atom 27 (C): -0.026, atom 28 (C): -0.019, atom 29 (C): -0.063, atom 30 (C): -0.133, atom 31 (C): -0.041, atom 32 (C): 0.029, atom 33 (C): -0.734, atom 34 (C): -0.837, atom 35 (C): -0.082, atom 36 (C): -0.166, atom 37 (C): -0.204, atom 38 (C): 0.034, atom 39 (C): -0.114, atom 40 (C): -0.353, atom 41 (C): -0.075, atom 42 (C): -0.066, atom 43 (C): -0.061, atom 44 (C): -0.236, atom 45 (C): -0.733, atom 46 (C): -0.077, atom 47 (C): -0.155, atom 48 (C): -0.062, atom 49 (C): -0.025, atom 50 (C): -0.210, atom 51 (C): -0.025, atom 52 (C): -0.015, atom 53 (C): -0.127, atom 54 (C): -0.363, atom 55 (C): -0.497, atom 56 (C): -0.077, atom 57 (C): -0.157, atom 58 (C): -0.168, atom 59 (C): -0.230, atom 60 (C): -0.071, atom 61 (C): -0.059, atom 62 (H): 0.125, atom 63 (H): 0.091, atom 64 (H): 0.114, atom 65 (H): 0.134, atom 66 (H): 0.126, atom 67 (H): 0.154, atom 68 (H): 0.130, atom 69 (H): 0.107, atom 70 (H): 0.140, atom 71 (H): 0.110, atom 72 (H): 0.110, atom 73 (H): 0.118, atom 74 (H): 0.084, atom 75 (H): 0.086, atom 76 (H): 0.111, atom 77 (H): 0.162, atom 78 (H): 0.118, atom 79 (H): 0.082, atom 80 (H): 0.130, atom 81 (H): 0.123, atom 82 (H): 0.118, atom 83 (H): 0.111, atom 84 (H): 0.100, atom 85 (H): 0.060, atom 86 (H): 0.115, atom 87 (H): 0.102, atom 88 (H): 0.112, atom 89 (H): 0.113, atom 90 (H): 0.116, atom 91 (H): 0.082, atom 92 (H): 0.106, atom 93 (H): 0.035, atom 94 (H): 0.101, atom 95 (H): 0.106, atom 96 (H): 0.121, atom 97 (H): 0.110, atom 98 (H): 0.080, atom 99 (H): 0.127